1.
Below is C26H28BF10MnN6O as an isolated structure, with properties calculated with ωB97M-V with the def2-TZVPD basis set.

Last column: Mulliken charge in e.
Element x y z (Å)
Mn1 0.276 0.356 0.010  0.41
C1 -1.174 -2.255 3.730  -1.71
C2 -1.479 -0.916 3.060  2.78
C3 -2.783 -0.319 3.591  -1.74
C4 -0.342 0.045 3.234  -0.18
C5 0.190 0.579 4.416  -1.34
C6 1.170 1.454 3.992  -0.42
N1 1.219 1.425 2.655  0.07
N2 0.293 0.557 2.184  0.50
B1 2.038 2.280 1.674  0.13
N3 2.906 1.368 0.786  -0.03
C7 4.227 1.353 0.586  -0.37
C8 4.515 0.423 -0.395  -1.26
C9 3.269 -0.104 -0.762  -0.20
N4 2.312 0.485 -0.045  0.90
C10 2.939 -1.139 -1.796  2.32
C11 3.241 -0.618 -3.202  -1.68
C12 3.675 -2.449 -1.519  -1.71
N5 1.086 3.070 0.754  -0.09
C13 0.912 4.396 0.704  -0.11
C14 -0.021 4.679 -0.268  -1.60
C15 -0.389 3.433 -0.792  0.25
N6 0.279 2.466 -0.159  0.63
C16 -1.382 3.206 -1.898  0.53
C17 -2.786 2.954 -1.339  -1.27
C18 -0.945 2.127 -2.883  -1.72
H1 -2.002 -2.953 3.597  0.42
H2 -0.267 -2.716 3.332  0.38
H3 -1.019 -2.120 4.802  0.39
H4 -1.601 -1.058 1.985  -1.31
H5 -2.723 -0.152 4.669  0.37
H6 -2.998 0.634 3.108  0.36
H7 -3.618 -0.994 3.398  0.44
H8 -0.111 0.375 5.428  0.56
H9 1.825 2.107 4.545  0.49
H10 2.747 3.040 2.278  -0.13
H11 4.869 2.000 1.159  0.49
H12 5.482 0.161 -0.785  0.55
H13 1.865 -1.324 -1.735  -0.91
H14 4.309 -0.421 -3.317  0.40
H15 2.951 -1.353 -3.954  0.43
H16 2.705 0.310 -3.403  0.32
H17 4.754 -2.300 -1.601  0.38
H18 3.469 -2.821 -0.514  0.34
H19 3.387 -3.216 -2.238  0.42
H20 1.476 5.039 1.357  0.49
H21 -0.377 5.645 -0.579  0.50
H22 -1.408 4.153 -2.447  0.47
H23 -2.792 2.065 -0.711  0.00
H24 -3.120 3.799 -0.735  0.42
H25 -3.499 2.815 -2.153  0.41
H26 -0.787 1.171 -2.387  0.28
H27 -1.716 1.970 -3.639  0.41
H28 -0.019 2.401 -3.391  0.38
F1 -4.465 -3.177 -3.501  -0.33
C19 -3.768 -2.376 -2.688  0.66
C20 -2.422 -2.150 -2.908  -0.09
F2 -1.800 -2.739 -3.933  -0.33
C21 -1.721 -1.311 -2.063  -0.68
F3 -0.396 -1.116 -2.299  -0.21
C22 -2.298 -0.661 -0.970  0.80
O1 -1.634 0.145 -0.187  -0.40
C23 -3.663 -0.918 -0.776  0.35
F4 -4.294 -0.351 0.261  -0.36
C24 -4.381 -1.753 -1.611  0.31
F5 -5.677 -1.966 -1.382  -0.32
F6 0.455 -2.000 0.167  0.07
C25 -0.141 -3.149 0.475  -0.24
F7 -1.432 -3.089 0.404  -0.20
C26 0.505 -4.354 -0.189  0.86
F8 0.605 -4.166 -1.515  -0.20
F9 1.728 -4.545 0.289  -0.24
F10 -0.227 -5.435 0.038  -0.27

Its expectation value of S² is 6.04. The orbital gap (alpha / beta) comes out at 8.664 / 6.568 eV. The calculation puts the energy relative to the best compared isomer or geometry (same formula, charge and spin) at 49.1 kcal/mol. The HOMO energy (alpha / beta) comes out at -8.13 / -7.80 eV. The energy is -3585.8954 Ha. As for the spin multiplicity: 5. The calculation puts the molecular weight at 696.3 g/mol.

=====

2.
Below is C26H28CdCl3N13O3PS3 as an isolated structure, with properties calculated with ωB97M-V with the def2-TZVPD basis set.

Last column: Mulliken charge in e.
Element x y z (Å)
Cd1 0.330 -0.843 -0.650  2.29
N1 2.433 -3.928 -0.321  -0.20
C1 1.586 -3.887 -1.385  -0.05
N2 0.692 -2.943 -1.549  0.29
C2 -0.026 -3.125 -2.729  -0.63
C3 0.362 -4.186 -3.464  -0.42
S1 1.624 -5.045 -2.658  -0.20
C4 -1.129 -2.199 -2.998  0.12
C5 -2.279 -2.482 -3.640  -0.66
S2 -3.368 -1.150 -3.555  -0.13
C6 -2.197 -0.269 -2.644  0.31
N3 -1.070 -0.925 -2.440  -0.26
N4 -2.445 0.984 -2.220  -0.26
H1 2.127 -3.433 0.507  0.13
H2 2.928 -4.788 -0.151  0.28
H3 -0.015 -4.516 -4.417  0.52
H4 -2.572 -3.415 -4.090  0.46
H5 -3.424 1.181 -1.970  0.43
H6 -1.756 1.387 -1.604  -0.06
Cl1 1.099 -0.515 5.202  -0.08
C7 0.054 -1.621 4.300  0.88
Cl2 -0.174 -3.135 5.169  -0.08
Cl3 -1.501 -0.856 3.959  -0.02
C8 0.724 -1.926 3.027  -0.65
N5 1.248 -2.160 2.034  -0.33
C9 5.643 -0.530 -0.158  -1.00
N6 5.165 -0.436 -1.538  0.13
C10 5.310 0.945 -1.994  -0.97
N7 4.633 1.912 -1.131  0.10
C11 5.129 1.761 0.236  -0.97
N8 4.983 0.402 0.758  0.15
C12 3.585 0.054 0.973  -0.88
P1 2.646 0.119 -0.618  1.71
C13 3.789 -0.900 -1.663  -0.99
C14 3.186 1.800 -1.196  -0.97
H7 6.711 -0.306 -0.155  0.30
H8 5.501 -1.550 0.203  0.39
H9 4.923 1.033 -3.010  0.41
H10 6.373 1.189 -2.006  0.34
H11 4.603 2.457 0.890  0.41
H12 6.191 2.012 0.240  0.27
H13 3.121 0.753 1.670  0.35
H14 3.512 -0.951 1.394  0.37
H15 3.471 -0.839 -2.707  0.47
H16 3.722 -1.945 -1.355  0.43
H17 2.734 2.546 -0.545  0.35
H18 2.844 1.964 -2.221  0.46
N9 -3.608 -1.284 0.907  0.31
C15 -3.184 -2.578 1.032  -1.24
C16 -1.837 -2.563 0.833  -0.70
N10 -1.436 -1.262 0.596  0.21
C17 -2.542 -0.530 0.638  0.46
H19 -4.587 -0.893 0.873  0.38
H20 -3.859 -3.388 1.243  0.48
H21 -1.142 -3.385 0.842  0.45
H22 -2.629 0.530 0.457  -0.65
O1 -5.061 0.774 -1.433  -0.73
S3 -5.999 0.995 -0.334  1.17
O2 -5.953 -0.102 0.646  -0.88
O3 -7.309 1.429 -0.698  -0.66
C18 -5.238 2.328 0.638  0.03
N11 -6.005 3.084 1.405  -0.51
C19 -5.375 3.918 2.226  -0.39
C20 -3.989 3.985 2.317  -0.61
C21 -3.291 3.164 1.453  0.00
N12 -3.911 2.355 0.595  -0.06
C22 -1.813 3.020 1.381  0.78
C23 -1.184 3.141 0.145  -0.57
C24 0.132 2.745 0.030  -0.17
N13 0.845 2.241 1.042  0.01
C25 0.256 2.191 2.235  -0.89
C26 -1.061 2.575 2.457  -0.49
H23 -6.003 4.557 2.836  0.43
H24 -3.494 4.653 3.009  0.49
H25 -1.730 3.514 -0.712  0.54
H26 0.634 2.819 -0.930  0.24
H27 0.852 1.800 3.053  0.50
H28 -1.503 2.467 3.438  0.53

The orbital gap comes out at 8.272 eV. The calculation puts the energy relative to the best compared isomer or geometry (same formula, charge and spin) at 0.0 kcal/mol. The HOMO energy comes out at -10.81 eV. The energy is -5029.2436 Ha. As for the net charge: +1. As for the spin multiplicity: 1. The calculation puts the molecular weight at 916.5 g/mol.

=====

3.
Below is C26H28Cl2N7O2SSiW as an isolated structure, with properties calculated with ωB97M-V with the def2-TZVPD basis set.

Last column: Mulliken charge in e.
Element x y z (Å)
W1 0.866 0.664 -1.331  2.18
O1 1.704 -2.682 3.027  -0.66
C1 0.621 -1.954 3.334  0.38
C2 -0.076 -2.305 4.492  -0.72
C3 -1.200 -1.603 4.867  -0.45
C4 -1.666 -0.528 4.105  -1.08
C5 -0.983 -0.170 2.968  -0.34
C6 0.169 -0.864 2.565  0.37
C7 0.837 -0.458 1.337  0.80
O2 0.417 0.602 0.705  -0.49
N1 1.858 -1.141 0.872  -1.50
N2 2.256 -0.582 -0.309  0.59
C8 3.396 -0.911 -0.808  -0.32
C9 3.769 -0.172 -1.988  0.93
C10 4.994 -0.313 -2.615  -1.02
C11 5.298 0.516 -3.681  -0.22
C12 4.365 1.460 -4.074  -1.02
C13 3.150 1.529 -3.418  0.23
N3 2.834 0.727 -2.392  -0.19
H1 2.067 -2.372 2.173  0.53
H2 0.288 -3.143 5.070  0.50
H3 -1.729 -1.894 5.766  0.43
H4 -2.553 0.013 4.406  0.48
H5 -1.322 0.655 2.356  0.44
H6 4.033 -1.641 -0.325  0.45
H7 5.690 -1.058 -2.257  0.47
H8 6.247 0.429 -4.191  0.45
H9 4.557 2.135 -4.895  0.43
H10 2.392 2.223 -3.742  0.34
C14 -2.475 -3.330 0.669  -0.88
Si1 -3.486 -2.656 -0.751  0.23
C15 -5.305 -2.675 -0.331  -1.17
C16 -3.181 -3.582 -2.339  -1.07
C17 -2.986 -0.829 -0.948  0.40
C18 -3.868 0.210 -0.678  0.07
C19 -3.467 1.549 -0.680  -1.22
C20 -2.148 1.836 -0.925  -0.14
N4 -1.286 0.852 -1.204  -0.09
C21 -1.678 -0.432 -1.249  0.09
S1 -0.311 -1.449 -1.655  -0.52
H11 -2.752 -4.365 0.882  0.51
H12 -2.638 -2.744 1.577  0.20
H13 -1.408 -3.310 0.440  0.24
H14 -5.638 -3.708 -0.216  0.33
H15 -5.910 -2.225 -1.121  0.36
H16 -5.522 -2.159 0.607  0.32
H17 -3.505 -4.619 -2.225  0.35
H18 -2.128 -3.589 -2.619  0.37
H19 -3.748 -3.144 -3.164  0.34
H20 -4.901 -0.021 -0.446  0.45
H21 -4.167 2.346 -0.477  0.45
H22 -1.755 2.844 -0.913  0.45
Cl1 1.195 2.626 3.656  -0.15
C22 2.576 1.519 3.769  0.04
Cl2 3.534 1.521 2.279  -0.14
H23 2.191 0.519 3.932  -0.09
H24 3.209 1.850 4.583  0.43
N5 1.116 3.285 0.317  0.36
C23 1.062 4.618 0.337  -0.06
C24 0.917 5.046 -0.970  -1.12
C25 0.898 3.880 -1.730  -0.37
N6 1.027 2.808 -0.938  -0.47
H25 1.177 2.640 1.097  -0.09
H26 1.131 5.160 1.265  0.46
H27 0.837 6.059 -1.321  0.45
H28 0.773 3.752 -2.793  0.52
N7 0.048 1.546 -4.404  -0.67
C26 0.293 1.205 -3.328  -0.17

Its expectation value of S² is 2.03. The orbital gap (alpha / beta) comes out at 6.758 / 6.383 eV. The calculation puts the energy relative to the best compared isomer or geometry (same formula, charge and spin) at 0.4 kcal/mol. The HOMO energy (alpha / beta) comes out at -10.55 / -11.04 eV. The energy is -3216.4311 Ha. As for the net charge: +1. As for the spin multiplicity: 3. The calculation puts the molecular weight at 785.5 g/mol.